Record 1
This record from the OMol25 dataset describes a cluster of 3 separate species, C4H8O3 in total. The level of theory is ωB97M-V with the def2-TZVPD basis set.

Properties
net charge	0
HOMO-LUMO gap	8.969	eV
energy relative to the best compared isomer or geometry (same formula, charge and spin)	4.902	eV
molecular weight	104.10	g/mol
LUMO energy	-0.02179	hartree
highest occupied orbital energy	-0.351	Ha

Element x y z (Å)
C: -2.288 0.685 -1.547
C: 0.005 0.916 0.610
O: 0.764 1.123 1.589
C: 0.062 -0.062 -0.314
O: 1.646 -1.567 0.069
C: 2.452 -1.580 1.018
O: 2.527 -0.737 1.978
H: -2.722 0.196 -0.686
H: -2.644 0.207 -2.451
H: -2.482 1.751 -1.536
H: -0.704 1.723 0.392
H: 1.725 0.153 1.862
H: -1.126 0.607 -1.611
H: -0.391 -1.012 -0.452
H: 3.176 -2.403 1.079

Record 2
This record from the OMol25 dataset describes a cluster of 2 separate species, C4H13N2O in total. The level of theory is ωB97M-V with the def2-TZVPD basis set.

Properties
net charge	+1
HOMO-LUMO gap	9.381	eV
energy relative to the best compared isomer or geometry (same formula, charge and spin)	2.721	eV
molecular weight	105.16	g/mol
LUMO energy	-0.14240	hartree
highest occupied orbital energy	-0.487	Ha

Element x y z (Å)
O: 3.927 -0.388 -2.683
C: 3.188 0.146 -1.913
C: 1.889 0.828 -2.264
H: 3.461 0.186 -0.837
H: 2.085 1.673 -2.935
H: 1.480 1.209 -1.328
H: 1.208 0.162 -2.797
N: -0.428 -0.135 -0.327
C: -1.192 -0.896 0.751
C: -1.456 0.033 1.943
N: -2.519 -0.624 2.718
H: -0.918 0.734 -0.546
H: 0.532 0.024 -0.031
H: -0.364 -0.671 -1.194
H: -2.129 -1.214 0.310
H: -0.505 -1.671 1.084
H: -0.573 0.114 2.576
H: -1.719 1.033 1.556
H: -2.553 -0.151 3.615
H: -3.415 -0.392 2.302

Record 3
This record from the OMol25 dataset describes a cluster of 5 separate species, C29H46N5O4P in total. The level of theory is ωB97M-V with the def2-TZVPD basis set.

Properties
net charge	0
structure (SMILES)	C#CC[PH](COCCOCC)(COC(C)=O)NCC.c1cc[nH]c1.c1cc[nH]c1.c1cc[nH]c1.c1cc[nH]c1
HOMO-LUMO gap	8.448	eV
molecular weight	559.69	g/mol
LUMO energy	0.00920	hartree
highest occupied orbital energy	-0.301	Ha

Element x y z (Å)
C: 4.144 -0.568 -0.095
C: 3.168 -1.047 0.831
C: 1.794 -1.540 1.649
P: 2.067 -3.215 2.523
C: 0.643 -3.866 3.677
O: -0.598 -3.192 3.266
C: -1.564 -4.117 2.652
C: -2.278 -3.422 1.309
O: -1.935 -4.296 0.154
C: -2.435 -3.735 -1.112
C: -1.270 -3.105 -2.089
C: 3.042 -2.457 3.979
O: 2.360 -1.365 4.691
C: 3.160 -0.113 4.666
C: 2.499 1.350 4.219
O: 4.466 -0.048 5.042
N: 1.298 -4.009 1.116
C: 1.689 -5.494 1.032
C: 2.978 -5.709 0.027
H: 4.721 -0.344 -1.115
H: 1.471 -0.655 2.343
H: 0.912 -1.667 0.854
H: 3.214 -4.103 2.303
H: 0.865 -3.503 4.791
H: 0.587 -5.034 3.721
H: -1.051 -5.125 2.285
H: -2.358 -4.391 3.488
H: -1.787 -2.365 1.052
H: -3.447 -3.350 1.404
H: -3.174 -2.847 -0.834
H: -3.024 -4.554 -1.739
H: -0.230 -3.638 -2.018
H: -1.169 -1.971 -1.811
H: -1.626 -3.193 -3.204
H: 4.126 -2.202 3.603
H: 3.182 -3.332 4.779
H: 2.023 1.847 5.183
H: 1.674 1.253 3.392
H: 3.301 2.109 3.806
H: 1.640 -3.614 0.198
H: 0.742 -6.032 0.558
H: 1.913 -5.946 2.096
H: 3.944 -5.609 0.705
H: 2.938 -6.760 -0.518
H: 3.070 -4.904 -0.822
C: -2.164 1.862 -4.017
C: -0.952 1.845 -3.286
C: -0.342 0.634 -3.530
N: -1.146 -0.081 -4.379
C: -2.257 0.662 -4.686
H: -2.890 2.664 -4.052
H: -0.565 2.631 -2.650
H: 0.592 0.222 -3.173
H: -0.950 -1.011 -4.726
H: -3.016 0.273 -5.350
C: -4.734 7.301 -3.235
C: -4.265 6.433 -2.220
C: -4.180 5.172 -2.765
N: -4.586 5.247 -4.072
C: -4.920 6.543 -4.370
H: -4.915 8.365 -3.149
H: -4.016 6.700 -1.201
H: -3.868 4.229 -2.335
H: -4.630 4.468 -4.717
H: -5.262 6.813 -5.360
C: 3.872 3.248 -1.641
C: 4.043 4.557 -2.152
C: 3.061 4.760 -3.096
N: 2.307 3.618 -3.176
C: 2.791 2.692 -2.288
H: 4.473 2.763 -0.882
H: 4.800 5.274 -1.863
H: 2.836 5.617 -3.717
H: 1.517 3.480 -3.792
H: 2.327 1.720 -2.195
C: -2.061 3.292 2.711
C: -1.592 2.424 3.726
C: -1.507 1.162 3.181
N: -1.912 1.238 1.874
C: -2.247 2.533 1.577
H: -2.242 4.355 2.797
H: -1.343 2.691 4.745
H: -1.195 0.220 3.611
H: -1.957 0.459 1.229
H: -2.589 2.803 0.587

Record 4
This record from the OMol25 dataset describes a structure of composition C31H58N2O38S11. The level of theory is ωB97M-V with the def2-TZVPD basis set.

Properties
net charge	0
HOMO-LUMO gap	6.650	eV
molecular weight	1419.52	g/mol
LUMO energy	-0.00549	hartree
highest occupied orbital energy	-0.250	Ha

Element x y z (Å)
C: -3.361 -8.440 1.800
N: -4.358 -7.744 0.909
C: -5.507 -7.147 1.678
C: -5.399 -5.514 1.828
O: -4.726 -5.231 3.112
S: -3.107 -4.967 2.570
O: -2.763 -3.627 3.274
O: -2.018 -5.884 3.170
O: -3.219 -4.919 0.849
C: -4.648 -4.664 0.655
C: -5.045 -3.088 0.945
C: -4.386 -2.054 -0.120
C: -2.795 -1.762 0.112
S: -1.965 -1.587 -1.577
C: -0.539 -2.778 -1.741
S: 0.221 -2.856 -3.256
N: -0.184 -3.590 -0.534
C: 0.616 -4.818 -0.872
C: 1.041 -5.629 0.498
O: 1.626 -4.741 1.529
C: 0.585 -3.756 1.863
C: 0.478 -2.757 0.547
C: -5.361 -5.010 -0.762
C: -4.103 -5.068 -1.998
C: -3.380 -6.612 -2.177
O: -4.429 -5.917 -3.236
H: -3.319 -9.592 1.680
H: -3.560 -8.145 2.921
H: -2.293 -8.005 1.559
H: -4.677 -8.340 0.124
H: -5.700 -7.678 2.701
H: -6.472 -7.342 1.027
H: -6.515 -5.157 1.705
H: -6.211 -3.038 0.776
H: -4.880 -2.774 2.055
H: -4.566 -2.347 -1.244
H: -4.931 -1.024 0.032
H: -2.266 -2.518 0.814
H: -2.665 -0.707 0.623
H: 1.610 -4.589 -1.446
H: -0.065 -5.556 -1.490
H: 1.859 -6.438 0.251
H: 0.133 -6.233 0.927
H: 0.780 -3.184 2.850
H: -0.427 -4.354 1.864
H: 1.569 -2.433 0.245
H: -0.126 -1.806 0.839
H: -6.131 -4.228 -1.132
H: -5.780 -6.084 -0.857
H: -3.375 -4.075 -2.107
H: -2.343 -6.037 -2.073
H: -3.028 -7.131 -3.134
C: -8.237 -1.345 5.136
C: -7.529 -2.583 4.600
O: -7.865 -2.633 3.214
S: -8.042 -1.113 2.657
O: -6.810 -0.719 2.024
O: -9.321 -1.012 2.010
O: -8.131 -0.368 4.101
H: -9.300 -1.543 5.310
H: -7.782 -0.976 6.057
H: -7.847 -3.497 5.106
H: -6.442 -2.482 4.681
C: -1.817 -4.741 -7.335
C: -3.148 -5.321 -7.802
O: -3.506 -6.278 -6.806
S: -2.948 -5.773 -5.362
O: -4.024 -5.114 -4.668
O: -2.173 -6.837 -4.779
O: -1.926 -4.633 -5.917
H: -0.990 -5.419 -7.563
H: -1.617 -3.762 -7.777
H: -3.074 -5.795 -8.782
H: -3.927 -4.553 -7.827
C: 3.576 1.127 -1.967
C: 2.248 0.556 -2.449
O: 1.861 -0.382 -1.447
S: 2.398 0.135 -0.003
O: 1.318 0.816 0.661
O: 3.147 -0.929 0.609
O: 3.443 1.254 -0.551
H: 4.399 0.435 -2.170
H: 3.797 2.097 -2.418
H: 2.333 0.068 -3.421
H: 1.479 1.333 -2.499
C: 7.011 4.456 -0.505
C: 7.311 3.964 0.905
O: 6.069 4.045 1.600
S: 4.855 3.766 0.550
O: 4.470 2.384 0.662
O: 3.915 4.850 0.644
O: 5.716 3.943 -0.819
H: 6.962 5.548 -0.540
H: 7.746 4.103 -1.231
H: 8.072 4.568 1.403
H: 7.627 2.916 0.898
C: 10.156 7.607 1.739
C: 9.436 8.942 1.592
O: 9.443 9.217 0.191
S: 9.374 7.811 -0.625
O: 8.003 7.574 -0.996
O: 10.457 7.780 -1.568
O: 9.740 6.827 0.618
H: 11.241 7.736 1.680
H: 9.901 7.101 2.672
H: 9.928 9.744 2.145
H: 8.393 8.865 1.915
C: 0.804 5.669 -3.171
C: -0.382 4.729 -3.351
O: -0.168 4.100 -4.614
S: 1.432 3.947 -4.866
O: 1.821 2.614 -4.487
O: 1.748 4.520 -6.145
O: 1.928 4.969 -3.702
H: 0.670 6.588 -3.751
H: 0.973 5.924 -2.123
H: -1.337 5.256 -3.340
H: -0.387 3.950 -2.582
C: -1.273 0.644 3.403
C: -0.074 1.464 3.864
O: -0.513 2.821 3.822
S: -2.103 2.874 4.160
O: -2.257 3.196 5.554
O: -2.767 3.601 3.113
O: -2.414 1.288 3.969
H: -1.372 0.671 2.313
H: -1.216 -0.394 3.737
H: 0.799 1.321 3.225
H: 0.191 1.227 4.900
C: 5.004 10.798 0.213
C: 5.335 11.470 1.540
O: 4.916 10.544 2.541
S: 5.103 9.030 1.973
O: 6.354 8.516 2.467
O: 3.857 8.331 2.124
O: 5.296 9.414 0.405
H: 3.939 10.892 -0.022
H: 5.594 11.201 -0.612
H: 4.824 12.426 1.661
H: 6.415 11.618 1.648

Record 5
This record from the OMol25 dataset describes a cluster of 2 separate species, C4H13N2O2 in total. The level of theory is ωB97M-V with the def2-TZVPD basis set.

Properties
net charge	+1
HOMO-LUMO gap	9.183	eV
energy relative to the best compared isomer or geometry (same formula, charge and spin)	3.261	eV
molecular weight	121.16	g/mol
LUMO energy	-0.12720	hartree
highest occupied orbital energy	-0.465	Ha

Element x y z (Å)
O: 0.090 -1.089 -2.096
C: 0.079 -0.858 -0.885
C: 0.264 0.596 -0.436
C: 1.280 0.824 0.741
C: 0.821 -0.038 1.985
N: -0.234 0.638 2.728
N: 0.593 1.447 -1.680
H: -0.028 -1.823 -0.301
H: -0.783 0.839 0.009
H: 1.305 1.817 1.057
H: 2.244 0.373 0.494
H: 1.757 -0.120 2.605
H: 0.493 -1.041 1.574
H: 0.022 0.947 3.582
H: -1.145 0.260 2.574
H: -0.292 1.799 -2.182
H: 1.190 2.225 -1.350
H: 1.045 0.912 -2.411
H: -3.077 -1.854 -0.010
H: -2.449 -1.634 -1.375
O: -2.271 -1.467 -0.407

Record 6
This record from the OMol25 dataset describes an isolated molecule of C8H18O2. The level of theory is ωB97M-V with the def2-TZVPD basis set.

Properties
net charge	0
structure (SMILES)	C[C@H](C(C)(C)C)C(C)(O)O
HOMO-LUMO gap	10.925	eV
energy relative to the best compared isomer or geometry (same formula, charge and spin)	0.291	eV
molecular weight	146.23	g/mol
LUMO energy	0.02855	hartree
highest occupied orbital energy	-0.373	Ha

Element x y z (Å)
C: -1.102 -1.512 -0.664
C: -0.761 -0.190 0.033
C: 0.215 0.682 -0.809
C: 1.382 -0.117 -1.401
C: 0.782 1.863 -0.014
C: -0.580 1.280 -1.982
C: -0.404 -0.482 1.520
C: 0.902 -1.239 1.761
O: -0.318 0.689 2.297
O: -1.499 -1.239 2.004
H: -0.236 -2.164 -0.724
H: -1.472 -1.331 -1.668
H: -1.877 -2.024 -0.102
H: -1.698 0.379 0.104
H: 1.956 -0.624 -0.633
H: 2.050 0.561 -1.928
H: 1.029 -0.855 -2.115
H: -0.017 2.494 0.366
H: 1.383 1.534 0.827
H: 1.408 2.471 -0.664
H: 0.072 1.903 -2.590
H: -0.994 0.507 -2.622
H: -1.398 1.900 -1.621
H: 1.751 -0.619 1.498
H: 0.916 -2.162 1.192
H: 0.974 -1.475 2.822
H: -1.125 1.201 2.175
H: -1.340 -1.430 2.936

> Look up the highest occupied orbital energy of the fifth one.

-0.465 Ha